[1]
Computed, not measured: C35H59N5O2ReSbSi as an isolated structure, with ωB97M-V with the def2-TZVPD basis set.

```
! RIJCOSX wB97M-V def2-TZVPD def2/J DEFGRID3
* xyz 3 2
Re -0.3091 -0.2917 0.6204
C 4.0594 1.2138 -5.1120
C 4.6833 0.2756 -4.0924
N 4.8947 0.9128 -2.7887
C 5.9180 1.9732 -2.7062
C 5.3239 3.3690 -2.6051
C 4.2639 0.5888 -1.6631
O 4.4227 1.1387 -0.5751
C 3.2260 -0.5195 -1.6369
C 3.4347 -1.8630 -1.9059
C 2.4354 -2.7793 -1.5926
C 1.2890 -2.3492 -0.9705
N 1.0875 -1.0422 -0.6668
C 2.0362 -0.1577 -1.0387
H 3.9529 0.7019 -6.0676
H 4.6818 2.0920 -5.2784
H 3.0727 1.5484 -4.7870
H 5.6517 -0.0800 -4.4485
H 4.0532 -0.6020 -3.9622
H 6.5378 1.8789 -3.5966
H 6.5431 1.7642 -1.8389
H 4.7060 3.6045 -3.4713
H 6.1269 4.1034 -2.5555
H 4.7248 3.4640 -1.7002
H 4.3659 -2.2002 -2.3444
H 2.5616 -3.8327 -1.8003
H 0.5239 -3.0452 -0.6659
H 1.8739 0.8765 -0.7840
C -4.6857 1.5511 -1.1502
C -4.3639 0.0831 -1.4076
C -3.7075 -0.0932 -2.7704
C -5.6415 -0.7552 -1.3160
Sb -3.0688 -0.7275 0.1883
C -2.6734 -2.8409 -0.1354
C -2.0911 -2.9972 -1.5405
C -1.6161 -3.1088 0.9267
C -3.8557 -3.7917 0.0341
C -3.8800 -0.1261 2.1297
C -5.4053 -0.0708 2.1368
C -3.2952 1.2737 2.3303
C -3.3980 -1.0776 3.2124
H -5.4000 1.8697 -1.9145
H -3.8037 2.1752 -1.2287
H -5.1642 1.7156 -0.1851
H -4.3587 0.3809 -3.5100
H -3.6203 -1.1384 -3.0573
H -2.7310 0.3860 -2.8300
H -6.2751 -0.4687 -2.1603
H -6.2116 -0.5721 -0.4090
H -5.4594 -1.8250 -1.4120
H -1.3234 -2.2569 -1.7762
H -2.8603 -2.9333 -2.3051
H -1.6478 -3.9950 -1.6238
H -0.7867 -2.3451 0.8918
H -1.1329 -4.0808 0.7853
H -1.9958 -3.0550 1.9429
H -4.6318 -3.6086 -0.7059
H -4.3010 -3.7343 1.0288
H -3.5113 -4.8195 -0.1136
H -5.8101 0.6393 1.4195
H -5.7222 0.2621 3.1295
H -5.8566 -1.0484 1.9652
H -3.6330 1.9786 1.5672
H -2.1974 1.2653 2.3288
H -3.6133 1.6616 3.3023
H -3.8047 -2.0831 3.0932
H -3.7364 -0.7036 4.1831
H -2.3103 -1.1302 3.2457
C 0.0920 0.4407 4.1709
Si 0.5295 -0.9323 2.9729
C 0.0309 -2.6007 3.6546
C 2.3811 -1.0340 2.6464
C 2.8716 -2.1137 1.8992
C 4.2303 -2.2962 1.7043
C 5.1367 -1.3971 2.2531
C 4.6787 -0.3391 3.0245
C 3.3168 -0.1639 3.2240
H 0.0301 -0.0003 5.1696
H -0.8636 0.9268 3.9847
H 0.8559 1.2181 4.2001
H 0.6995 -2.7652 4.5062
H 0.1981 -3.4323 2.9705
H -0.9862 -2.6585 4.0381
H 2.1837 -2.8521 1.4984
H 4.5890 -3.1525 1.1472
H 6.1989 -1.5389 2.1061
H 5.3840 0.3358 3.4907
H 2.9865 0.6303 3.8857
C -1.8105 4.1565 -1.7091
N -0.8866 3.6072 -0.6984
C -0.0522 4.4478 -0.0171
C 0.8719 3.9867 0.8448
C 0.9733 2.5802 1.0359
N 0.0417 1.7623 0.4692
C -0.8480 2.2669 -0.4620
O -1.5677 1.4531 -1.0474
N 1.9819 2.0716 1.7061
H -1.3156 4.9799 -2.2170
H -2.7226 4.5115 -1.2336
H -2.0422 3.3816 -2.4317
H -0.1617 5.5004 -0.2411
H 1.5573 4.6566 1.3411
H 2.6964 2.6862 2.0687
H 2.1805 1.0781 1.7885
*
```

Its energy above the lowest of the compared OMol25 structures with the same formula, charge and spin is 77.6 kJ/mol. The LUMO energy (alpha / beta) is -9.8858 / -9.9570 eV. The energy is -2400.41225 a.u. Its expectation value of S² is 0.772. The calculation puts the largest force on an atom at 0.68 eV/A.

Löwdin population analysis, charges in e, atoms 1 to 99:
1. Re 1.147
2. C -0.056
3. C -0.186
4. N -0.035
5. C -0.167
6. C -0.060
7. C -0.427
8. O 0.058
9. C -0.070
10. C 0.051
11. C 0.014
12. C -0.108
13. N -0.099
14. C -0.036
15. H 0.089
16. H 0.077
17. H 0.079
18. H 0.135
19. H 0.099
20. H 0.129
21. H 0.129
22. H 0.070
23. H 0.090
24. H 0.064
25. H 0.148
26. H 0.139
27. H 0.096
28. H 0.112
29. C -0.086
30. C -0.642
31. C -0.089
32. C -0.079
33. Sb 1.721
34. C -0.684
35. C -0.106
36. C -0.156
37. C -0.066
38. C -0.677
39. C -0.084
40. C -0.116
41. C -0.103
42. H 0.113
43. H 0.047
44. H 0.067
45. H 0.109
46. H 0.070
47. H 0.069
48. H 0.115
49. H 0.074
50. H 0.069
51. H 0.058
52. H 0.080
53. H 0.108
54. H -0.034
55. H 0.123
56. H 0.065
57. H 0.076
58. H 0.090
59. H 0.109
60. H 0.066
61. H 0.111
62. H 0.095
63. H 0.078
64. H 0.031
65. H 0.113
66. H 0.093
67. H 0.115
68. H 0.023
69. C -0.174
70. Si 0.538
71. C -0.188
72. C -0.326
73. C -0.119
74. C -0.053
75. C -0.032
76. C -0.038
77. C -0.121
78. H 0.062
79. H 0.010
80. H 0.025
81. H 0.066
82. H 0.033
83. H 0.034
84. H 0.092
85. H 0.118
86. H 0.124
87. H 0.124
88. H 0.102
89. C 0.040
90. N -0.012
91. C 0.020
92. C 0.045
93. C -0.320
94. N -0.005
95. C -0.497
96. O -0.080
97. N 0.246
98. H 0.111
99. H 0.113

***

[2]
Computed, not measured: C35H62Br3FNO9 as an isolated structure in a non-equilibrium geometry, with ωB97M-V with the def2-TZVPD basis set.

```
! RIJCOSX wB97M-V def2-TZVPD def2/J DEFGRID3
* xyz -1 1
C -3.6236 -4.3988 -7.1703
C -4.4360 -3.0244 -7.3314
Br -6.4360 -3.3248 -7.3352
C -3.9741 -1.8398 -6.3413
Br -5.4388 -0.4634 -6.3036
C -3.7133 -2.2793 -4.8324
C -4.6044 -3.3719 -4.1281
C -4.3834 -3.8870 -2.6759
C -5.3005 -5.0391 -2.0302
O -4.7557 -5.9241 -1.2849
O -6.6574 -5.0733 -2.3288
C -3.2137 -3.2615 -1.8696
C -2.3349 -2.1727 -2.5727
C -2.5335 -1.6578 -4.0309
C -1.4853 -0.5786 -4.5645
C -2.1304 0.7488 -5.2101
C -2.8870 1.7045 -4.1716
F -3.6924 2.6352 -4.9768
C -1.2501 -1.8031 -1.4668
O -0.1024 -1.3072 -1.5564
N -1.8722 -2.2437 -0.1680
Br -3.3611 -1.0667 0.0643
C -2.6394 -3.5250 -0.4000
O -2.7352 -4.5101 0.3487
H -2.7057 -4.3258 -7.8711
H -3.2256 -4.6089 -6.1236
H -4.2929 -5.2496 -7.5517
H -4.2173 -2.6459 -8.4036
H -2.9816 -1.4198 -6.7420
H -5.4596 -3.8688 -4.7119
H -0.7542 -1.1238 -5.2583
H -0.8564 -0.2220 -3.6582
H -1.2448 1.3684 -5.6297
H -2.8309 0.5746 -6.0927
H -2.1326 2.3663 -3.6170
H -3.6298 1.1751 -3.4866
C 1.4708 -1.6820 1.7662
C 0.7919 -0.3315 1.6140
O 0.9114 0.4966 2.7652
C 2.2319 0.8409 3.1625
C 3.0075 1.6014 2.1006
H 1.0730 -2.2153 2.6337
H 1.3073 -2.2907 0.8740
H 2.5497 -1.5824 1.9098
H -0.2767 -0.4938 1.4575
H 1.1577 0.1950 0.7273
H 2.7748 -0.0539 3.4834
H 2.1322 1.4751 4.0465
H 3.1522 1.0061 1.1966
H 3.9948 1.8803 2.4784
H 2.4722 2.5104 1.8125
C -4.3563 1.4019 6.2677
C -4.2565 0.9996 4.8049
O -3.0407 1.3984 4.1901
C -1.8444 0.8716 4.7561
C -1.7759 -0.6453 4.7245
H -4.2379 2.4832 6.3766
H -5.3282 1.1118 6.6757
H -3.5836 0.9255 6.8751
H -5.0600 1.4906 4.2510
H -4.4095 -0.0774 4.6818
H -1.7083 1.2534 5.7731
H -1.0193 1.2715 4.1637
H -2.5715 -1.1024 5.3176
H -0.8197 -0.9898 5.1260
H -1.8790 -1.0123 3.6995
C 7.8477 1.9308 5.0553
C 6.7986 1.2630 4.1812
O 6.6075 1.9097 2.9306
C 7.7422 1.9831 2.0764
C 8.2992 0.6239 1.6887
H 7.5902 2.9786 5.2299
H 7.9189 1.4210 6.0193
H 8.8372 1.9098 4.5929
H 5.8374 1.2989 4.6989
H 7.0290 0.2035 4.0301
H 8.5150 2.6127 2.5284
H 7.4138 2.4991 1.1720
H 8.6597 0.0679 2.5569
H 9.1362 0.7408 0.9959
H 7.5276 0.0169 1.2077
C -0.4192 3.7537 9.8909
C 0.0702 2.5984 9.0327
O -0.4537 2.6114 7.7128
C -0.1485 3.7555 6.9223
C 1.3412 3.9679 6.7135
H -1.5111 3.7591 9.9393
H -0.0228 3.6672 10.9058
H -0.1047 4.7204 9.4911
H -0.2582 1.6611 9.4875
H 1.1642 2.5631 9.0073
H -0.6192 4.6463 7.3500
H -0.6195 3.5941 5.9505
H 1.8634 4.1515 7.6552
H 1.5139 4.8284 6.0624
H 1.7933 3.0843 6.2546
C 1.1005 -2.6113 -8.2305
C 0.0122 -1.5817 -8.4866
O 0.2198 -0.3546 -7.8008
C 1.4145 0.3494 -8.1167
C 1.5200 0.7394 -9.5812
H 1.1946 -2.8112 -7.1600
H 0.8657 -3.5474 -8.7434
H 2.0755 -2.2711 -8.5866
H -0.9391 -1.9813 -8.1264
H -0.1143 -1.4012 -9.5590
H 2.2881 -0.2271 -7.7972
H 1.4059 1.2578 -7.5110
H 1.5495 -0.1348 -10.2352
H 2.4310 1.3174 -9.7549
H 0.6588 1.3434 -9.8796
*
```

The LUMO energy is 1.5064 eV. The energy is -9924.36017 a.u. The calculation puts the largest force on an atom at 6.24 eV/A.

Löwdin population analysis, charges in e, atoms 1 to 99:
1. C -0.137
2. C -0.712
3. Br 0.570
4. C -0.635
5. Br 0.640
6. C -0.165
7. C 0.065
8. C 0.019
9. C -0.556
10. O -0.072
11. O -0.201
12. C -0.042
13. C -0.049
14. C -0.057
15. C -0.140
16. C -0.185
17. C -0.145
18. F -0.153
19. C -0.403
20. O 0.051
21. N -0.341
22. Br 0.852
23. C -0.424
24. O 0.106
25. H 0.078
26. H 0.080
27. H 0.074
28. H 0.094
29. H 0.093
30. H 0.085
31. H 0.114
32. H 0.114
33. H 0.118
34. H 0.059
35. H 0.124
36. H 0.124
37. C -0.071
38. C -0.270
39. O -0.180
40. C -0.274
41. C -0.070
42. H 0.081
43. H 0.070
44. H 0.062
45. H 0.097
46. H 0.104
47. H 0.105
48. H 0.105
49. H 0.069
50. H 0.058
51. H 0.083
52. C -0.083
53. C -0.282
54. O -0.162
55. C -0.272
56. C -0.067
57. H 0.078
58. H 0.073
59. H 0.065
60. H 0.116
61. H 0.107
62. H 0.089
63. H 0.105
64. H 0.065
65. H 0.078
66. H 0.077
67. C -0.082
68. C -0.279
69. O -0.175
70. C -0.276
71. C -0.081
72. H 0.082
73. H 0.077
74. H 0.064
75. H 0.117
76. H 0.107
77. H 0.104
78. H 0.119
79. H 0.065
80. H 0.076
81. H 0.084
82. C -0.083
83. C -0.279
84. O -0.172
85. C -0.271
86. C -0.076
87. H 0.081
88. H 0.075
89. H 0.064
90. H 0.118
91. H 0.105
92. H 0.106
93. H 0.115
94. H 0.064
95. H 0.079
96. H 0.073
97. C -0.075
98. C -0.276
99. O -0.176

***

> Among the records above, which one has the highest energy?

C35H59N5O2ReSbSi

***

> Which of these has the lowest energy?

C35H62Br3FNO9